# 1
Formula: C4H9N2
Source: the OMol25 dataset
Level of theory: the ωB97M-V functional and the def2-TZVPD basis

Each line ends with the natural charge from an NBO analysis.
CARTESIAN COORDINATES (ANGSTROEM)
1 C -0.75562 -1.37675 0.99769  0.416
2 C -0.24636 -0.01235 -0.53751  0.144
3 C 0.64155 -0.24916 -1.72790  -0.626
4 C 0.41135 0.92650 1.78405  -0.448
5 N 0.41863 -0.10618 0.73735  -0.343
6 N -1.19095 -1.17284 -0.20678  -0.448
7 H -0.96696 -2.03278 1.71826  0.222
8 H -0.89388 0.79872 -0.69807  0.216
9 H -0.10772 -0.44187 -2.48665  0.226
10 H 1.31628 -1.07864 -1.58123  0.242
11 H 1.23140 0.53710 -2.02735  0.257
12 H -0.00481 1.91878 1.39949  0.231
13 H -0.03520 0.55752 2.67156  0.224
14 H 1.41135 0.81791 2.07633  0.238
15 H -1.87877 -1.71869 -0.69427  0.447

## Properties
2S+1: 1
DFT total energy (eV): -7263.709
ΔE to the lowest compared entry with this formula, charge and spin (kcal/mol): 102.2
Charge: +1
HOMO-LUMO gap (eV): 9.614
HOMO (eV): -14.6
SMILES: C[C@H]1[NH+]=CN1C

=====

# 2
Formula: C4H6OS
Source: the OMol25 dataset
Level of theory: the ωB97M-V functional and the def2-TZVPD basis

Each line ends with the natural charge from an NBO analysis.
CARTESIAN COORDINATES (ANGSTROEM)
1 C 0.81926 0.62671 1.24910  -0.653
2 C 0.42065 0.80662 -0.17127  -0.015
3 C -0.32830 -1.26658 -1.06088  0.123
4 C -1.53989 -0.73852 -0.73699  -0.476
5 H 0.30842 -0.20074 1.78948  0.227
6 H 0.62414 1.55834 1.75935  0.223
7 H 1.90249 0.43536 1.25765  0.220
8 H 0.99602 1.64660 -0.60212  0.214
9 H -0.06666 -2.25060 -1.40963  0.209
10 H -2.49009 -1.17045 -0.71502  0.236
11 O 0.75040 -0.43926 -0.95371  -0.509
12 S -1.39644 0.99251 -0.40597  0.200

## Properties
2S+1: 1
DFT total energy (eV): -17126.852
ΔE to the lowest compared entry with this formula, charge and spin (kcal/mol): 29.5
HOMO-LUMO gap (eV): 8.732
HOMO (eV): -7.8
SMILES: C[C@H]1OC=CS1

=====

# 3
Formula: C28H46O26S4
Source: the OMol25 dataset
Level of theory: the ωB97M-V functional and the def2-TZVPD basis

Each line ends with the Löwdin charge.
CARTESIAN COORDINATES (ANGSTROEM)
1 C -4.20260 -3.24595 -2.52208  -0.119
2 C -4.72394 -2.58860 -1.22546  -0.136
3 O -4.66718 -1.16201 -1.43807  -0.191
4 S -3.55741 -0.86002 -2.53814  0.577
5 O -2.24116 -0.95579 -1.99589  -0.234
6 O -3.93980 0.28143 -3.27383  -0.203
7 O -3.83991 -2.15907 -3.39883  -0.178
8 H -4.94596 -3.84655 -3.03365  0.134
9 H -3.33636 -3.87398 -2.31546  0.108
10 H -4.24825 -2.85604 -0.28372  0.131
11 H -5.76695 -2.87882 -1.09238  0.131
12 C -0.38860 -3.71157 -1.47275  -0.121
13 C 0.77078 -4.31186 -0.69305  -0.178
14 O 0.70186 -5.74111 -0.83035  -0.169
15 S -0.80630 -6.18229 -1.02730  0.564
16 O -1.39286 -6.33347 0.24718  -0.209
17 O -0.91335 -7.20382 -1.99385  -0.212
18 O -1.30652 -4.83160 -1.68542  -0.229
19 H -0.21975 -3.27867 -2.45461  0.113
20 H -0.99982 -3.04170 -0.87282  0.111
21 H 0.65773 -4.15113 0.37848  0.116
22 H 1.73748 -3.89045 -0.94227  0.105
23 C -1.07301 1.20202 0.67473  -0.121
24 C -1.62138 0.53807 1.93936  -0.161
25 O -0.72623 -0.51777 2.29067  -0.160
26 S 0.65563 -0.40215 1.49866  0.571
27 O 0.76451 -1.51252 0.61550  -0.223
28 O 1.71702 -0.17212 2.40430  -0.215
29 O 0.34214 0.92337 0.75143  -0.192
30 H -1.07504 2.27952 0.79647  0.102
31 H -1.49412 0.88290 -0.27415  0.122
32 H -2.62904 0.18341 1.75190  0.090
33 H -1.70240 1.29033 2.72439  0.138
34 C -5.69504 -0.76341 1.99168  -0.127
35 C -4.90441 -0.93103 3.28190  -0.156
36 O -5.45062 -2.06300 3.95292  -0.174
37 S -6.28872 -3.02032 2.98463  0.572
38 O -7.61260 -3.10529 3.46577  -0.212
39 O -5.57512 -4.21335 2.72381  -0.215
40 O -6.22964 -2.08404 1.71849  -0.211
41 H -5.11729 -0.42892 1.14043  0.101
42 H -6.58370 -0.16014 2.17075  0.137
43 H -5.03245 -0.05499 3.91259  0.138
44 H -3.84078 -1.07613 3.09234  0.117
45 O 4.52793 4.54758 2.75274  0.123
46 C 4.53143 3.54223 2.10710  -0.495
47 O 5.00642 3.49572 0.84216  -0.011
48 C 4.78886 2.18082 0.23078  -0.106
49 C 3.84065 1.44275 1.18364  -0.149
50 C 4.11171 2.14612 2.51781  -0.058
51 H 5.77390 1.72530 0.12367  0.125
52 H 4.35346 2.46812 -0.72017  0.092
53 H 3.98713 0.37102 1.22897  0.091
54 H 2.83731 1.70119 0.84428  0.097
55 H 4.94472 1.62475 2.99456  0.130
56 H 3.25505 2.19084 3.18264  0.124
57 O -4.11854 1.91708 1.18824  0.102
58 C -4.33613 3.06507 0.89025  -0.458
59 O -5.36207 3.75490 1.40694  0.053
60 C -5.29351 5.12229 1.01395  -0.155
61 C -4.39455 5.19854 -0.21952  -0.135
62 C -3.56103 3.93013 -0.06872  -0.070
63 H -4.89123 5.72028 1.83622  0.128
64 H -6.27874 5.54455 0.81922  0.127
65 H -3.83342 6.12787 -0.22028  0.118
66 H -4.96928 5.11539 -1.14149  0.118
67 H -2.63211 4.11618 0.49660  0.133
68 H -3.22067 3.48159 -0.99620  0.133
69 O 3.12564 -4.74157 1.07099  0.133
70 C 4.00568 -4.07006 1.52314  -0.455
71 O 5.24851 -4.59653 1.68004  0.032
72 C 6.18072 -3.64197 2.16090  -0.151
73 C 5.42577 -2.27700 2.24719  -0.140
74 C 3.95953 -2.63245 1.96795  -0.067
75 H 6.96301 -3.55028 1.40978  0.118
76 H 6.61262 -3.92364 3.11812  0.120
77 H 5.87839 -1.66140 1.46775  0.102
78 H 5.63837 -1.77400 3.18683  0.109
79 H 3.57450 -2.00087 1.17431  0.103
80 H 3.42977 -2.49237 2.90595  0.133
81 O 2.57788 1.36398 -2.08359  0.117
82 C 2.48542 0.35358 -2.71740  -0.455
83 O 3.43904 -0.04570 -3.58124  0.036
84 C 3.20819 -1.38887 -4.04194  -0.126
85 C 1.94255 -1.89489 -3.31822  -0.146
86 C 1.33478 -0.64202 -2.73448  -0.058
87 H 4.11266 -1.98129 -3.94139  0.125
88 H 2.99586 -1.31911 -5.11260  0.123
89 H 2.17307 -2.68105 -2.59654  0.095
90 H 1.32822 -2.42556 -4.04783  0.115
91 H 0.91891 -0.70420 -1.73063  0.100
92 H 0.56885 -0.18271 -3.36600  0.141
93 O 0.52253 3.74068 -0.28125  0.104
94 C 1.49586 4.23536 -0.77605  -0.473
95 O 2.38351 4.89467 -0.00705  0.021
96 C 3.32907 5.63596 -0.80466  -0.131
97 C 3.29071 4.97767 -2.17700  -0.136
98 C 1.87257 4.40721 -2.24583  -0.069
99 H 4.28923 5.52460 -0.30595  0.116
100 H 2.99032 6.67071 -0.81094  0.129
101 H 3.96103 4.13337 -2.32711  0.108
102 H 3.50229 5.72021 -2.94699  0.114
103 H 1.86053 3.42204 -2.70620  0.095
104 H 1.10825 5.04577 -2.68981  0.129

## Properties
2S+1: 1
DFT total energy (eV): -126355.759
ΔE to the lowest compared entry with this formula, charge and spin (kcal/mol): 0.0
HOMO-LUMO gap (eV): 10.125
HOMO (eV): -10.0
SMILES: O=S1(=O)OCCO1.O=S1(=O)OCCO1.O=S1(=O)OCCO1.O=S1(=O)OCCO1.O=C1CCCO1.O=C1CCCO1.O=C1CCCO1.O=C1CCCO1.O=C1CCCO1